No. 1
{"formula": "C2H3NO2S2", "method": "the ωB97M-V functional and the def2-TZVPD basis", "symbols": ["C", "C", "O", "S", "S", "N", "O", "H", "H", "H"], "positions_angstrom": [[-0.134, -0.202, -0.191], [0.305, -1.629, -0.283], [-0.389, -2.543, -0.207], [2.225, -1.537, -0.210], [3.631, -3.291, 0.135], [2.955, -4.661, -0.166], [1.852, -4.935, -0.573], [-0.285, -0.031, 0.856], [-0.945, -0.101, -0.786], [0.768, 0.494, -0.550]], "multiplicity": 1, "homo_energy_ev": -9.2, "gap_ev": 8.602, "de_lowest_ev": 3.4573, "lumo_ev": -0.6}


No. 2
{"formula": "C28H77FeN3O25P2Y", "method": "the ωB97M-V functional and the def2-TZVPD basis", "symbols": ["Fe", "Y", "P", "O", "O", "O", "O", "P", "O", "O", "O", "O", "C", "C", "C", "O", "C", "N", "H", "H", "H", "H", "H", "H", "H", "H", "H", "H", "H", "C", "C", "O", "O", "H", "H", "H", "H", "H", "H", "C", "C", "O", "O", "H", "H", "H", "H", "H", "H", "C", "C", "O", "O", "H", "H", "H", "H", "H", "H", "C", "C", "O", "O", "H", "H", "H", "H", "H", "H", "C", "C", "O", "O", "H", "H", "H", "H", "H", "H", "C", "C", "O", "O", "H", "H", "H", "H", "H", "H", "C", "O", "C", "C", "N", "C", "C", "O", "C", "H", "H", "H", "H", "H", "H", "H", "H", "H", "H", "H", "H", "H", "H", "H", "C", "O", "C", "C", "N", "C", "C", "O", "C", "H", "H", "H", "H", "H", "H", "H", "H", "H", "H", "H", "H", "H", "H", "H"], "positions_angstrom": [[1.510, -1.691, 0.663], [0.179, 0.860, 2.647], [1.987, -1.400, 3.250], [0.675, -0.950, 3.915], [2.885, -1.361, 4.462], [2.028, -0.263, 2.216], [1.893, -2.706, 2.398], [-0.461, -0.042, -0.082], [0.954, -0.392, -0.675], [-0.208, -0.840, 1.232], [-1.712, -0.503, -0.903], [-0.547, 1.377, 0.611], [-2.660, -1.426, 3.422], [-2.813, 0.057, 3.107], [-4.197, 0.640, 3.456], [-4.264, 1.897, 2.754], [-5.399, 2.619, 3.025], [-1.803, 0.756, 4.003], [-3.517, -1.948, 2.995], [-2.812, -1.673, 4.473], [-1.752, -1.911, 3.064], [-2.561, 0.095, 2.047], [-4.430, 0.688, 4.520], [-5.012, 0.056, 3.027], [-6.295, 2.097, 2.689], [-5.367, 3.547, 2.453], [-5.406, 2.705, 4.112], [-2.252, 1.616, 4.282], [-1.830, 0.246, 4.874], [2.440, -0.668, -3.710], [1.971, 0.776, -3.716], [1.998, 1.345, -2.510], [1.487, -1.550, -3.177], [3.340, -0.864, -3.127], [2.679, -0.961, -4.732], [0.959, 0.795, -4.120], [2.611, 1.350, -4.386], [1.525, 0.843, -1.841], [1.353, -1.358, -2.246], [-0.695, 3.131, -2.084], [-1.361, 3.817, -3.276], [-2.383, 3.109, -3.783], [-1.554, 3.125, -0.887], [0.242, 3.618, -1.814], [-0.523, 2.095, -2.376], [-0.700, 4.057, -4.108], [-1.791, 4.755, -2.922], [-2.627, 2.545, -3.046], [-1.128, 2.483, -0.314], [-1.365, -1.244, -4.563], [-0.537, -1.921, -5.660], [-1.330, -2.168, -6.813], [-2.203, -0.147, -5.079], [-0.792, -0.829, -3.734], [-2.145, -1.922, -4.217], [-0.130, -2.862, -5.290], [0.279, -1.264, -5.961], [-0.819, -2.796, -7.329], [-2.469, 0.213, -4.230], [-0.733, -4.476, 1.786], [-0.083, -4.499, 0.435], [0.269, -3.254, -0.124], [0.270, -4.633, 2.797], [-1.456, -5.286, 1.887], [-1.246, -3.518, 1.856], [-0.688, -5.027, -0.302], [0.872, -5.018, 0.514], [-0.463, -2.983, -0.682], [0.883, -3.904, 2.680], [-4.607, 0.822, -2.009], [-4.662, 1.423, -0.653], [-4.328, 2.780, -0.811], [-3.230, 0.700, -2.519], [-5.292, 1.261, -2.734], [-5.121, -0.137, -1.948], [-3.935, 0.893, -0.038], [-5.670, 1.351, -0.244], [-3.371, 2.854, -0.828], [-2.701, 0.256, -1.852], [-3.698, -2.980, -0.248], [-3.169, -3.305, -1.683], [-1.815, -2.827, -1.918], [-3.944, -1.557, -0.153], [-3.085, -3.426, 0.535], [-4.712, -3.379, -0.206], [-3.760, -2.760, -2.419], [-3.182, -4.369, -1.917], [-1.843, -1.876, -1.789], [-3.089, -1.151, -0.316], [5.089, -3.579, -3.941], [4.080, -3.330, -2.980], [4.551, -3.769, -1.656], [3.564, -3.444, -0.548], [3.386, -2.005, -0.342], [4.544, -1.483, 0.443], [4.513, 0.074, 0.213], [5.078, 0.372, -1.076], [5.184, 1.780, -1.275], [5.921, -2.876, -3.960], [4.669, -3.458, -4.940], [5.479, -4.592, -3.840], [5.492, -3.299, -1.370], [4.657, -4.852, -1.718], [3.857, -3.981, 0.354], [2.571, -3.794, -0.828], [3.581, -1.709, -1.288], [5.534, -1.827, 0.145], [4.346, -1.602, 1.508], [5.190, 0.539, 0.930], [3.554, 0.559, 0.394], [5.624, 2.314, -0.433], [4.169, 2.169, -1.363], [5.743, 2.077, -2.162], [2.018, 3.290, 0.832], [1.893, 2.483, 1.991], [2.872, 2.952, 2.909], [2.657, 2.184, 4.201], [1.248, 1.962, 4.551], [0.630, 3.232, 5.045], [-0.158, 4.050, 3.992], [-0.739, 3.149, 3.006], [-1.736, 3.787, 2.195], [1.872, 4.333, 1.112], [1.228, 3.054, 0.118], [2.940, 3.198, 0.259], [2.649, 3.984, 3.183], [3.871, 2.846, 2.487], [3.190, 2.676, 5.014], [3.162, 1.225, 4.094], [1.354, 1.412, 5.391], [1.389, 3.920, 5.419], [0.108, 3.120, 5.995], [0.517, 4.691, 3.425], [-0.920, 4.706, 4.413], [-2.470, 4.259, 2.848], [-2.234, 3.023, 1.598], [-1.277, 4.554, 1.572]], "multiplicity": 5, "charge": -1, "homo_energy_ev": [-5.0, -4.6], "gap_ev": [6.580, 6.183], "lumo_ev": [1.6, 1.6]}


No. 3
{"formula": "C5H7N3O2", "method": "the ωB97M-V functional and the def2-TZVPD basis", "symbols": ["C", "C", "C", "C", "C", "N", "N", "N", "O", "O", "H", "H", "H", "H", "H", "H", "H"], "positions_angstrom": [[-0.224, -1.142, -1.789], [0.746, -0.304, -1.809], [-1.471, -1.005, -0.928], [-1.136, 0.294, 1.149], [0.358, 0.470, 0.864], [-1.801, -0.543, 0.179], [1.345, -0.511, 1.255], [0.696, 1.692, 0.223], [-0.244, 2.417, -0.047], [1.899, 1.977, 0.106], [-0.273, -2.042, -2.261], [1.770, -0.085, -1.861], [-2.296, -1.464, -1.518], [-1.218, -0.108, 2.194], [-1.647, 1.293, 1.107], [1.245, -0.658, 2.237], [2.249, -0.281, 0.900]], "multiplicity": 1, "homo_energy_ev": [-8.6, -8.4], "gap_ev": [7.407, 8.252], "de_lowest_ev": 8.7508, "lumo_ev": [-1.2, -0.2]}


No. 4
{"formula": "C3H8N2S", "method": "the ωB97M-V functional and the def2-TZVPD basis", "symbols": ["C", "C", "N", "N", "S", "C", "H", "H", "H", "H", "H", "H", "H", "H"], "positions_angstrom": [[0.875, 0.073, -0.566], [-0.217, -1.014, -0.604], [-0.842, -1.286, 0.653], [-1.129, -0.103, 1.400], [0.092, 1.287, 1.727], [0.452, 1.496, -0.065], [1.782, -0.420, -0.057], [1.263, 0.336, -1.503], [-1.086, -0.812, -1.196], [0.148, -2.054, -0.967], [-0.221, -1.902, 1.060], [-1.877, 0.373, 0.798], [1.234, 2.197, -0.303], [-0.476, 1.831, -0.377]], "multiplicity": 1, "homo_energy_ev": -8.8, "gap_ev": 9.737, "de_lowest_ev": 3.1395, "lumo_ev": 0.9}


Number 1: total energy -1079.493726 hartree. Number 2: total energy -5143.494423 hartree. Number 3: total energy -509.177935 hartree. Number 4: total energy -626.707907 hartree.